Entry 1:
{"formula": "C2H7NS2", "method": "the ωB97M-V functional and the def2-TZVPD basis", "symbols": ["N", "C", "C", "S", "S", "H", "H", "H", "H", "H", "H", "H"], "coordinates": [[0.36150, 1.06594, 0.48664], [0.22501, -0.42483, 0.41670], [-0.81489, -0.70149, -0.62659], [-2.52541, -0.28641, -0.07573], [3.27049, 0.21293, -0.49687], [0.77815, 1.31635, 1.37281], [1.18111, 1.20151, -0.13432], [1.25358, -0.66972, 0.03769], [0.15072, -0.87101, 1.40404], [-0.58772, -0.13651, -1.52412], [-0.95853, -1.74991, -0.90083], [-2.33401, 1.04315, 0.04059]], "forces_ev_per_angstrom": [[-0.1, -0.3, -0.1], [1.9, 1.4, -0.4], [-1.0, -0.6, 0.4], [0.2, 0.3, -0.1], [0.4, 0.0, -0.2], [-0.1, -0.1, 0.3], [-0.3, 0.3, 0.1], [-0.8, -0.8, 0.0], [-0.7, -0.2, 0.0], [0.0, 0.0, -0.1], [0.5, 0.0, 0.0], [0.1, -0.2, 0.1]], "mulliken_spin": [0.00, -0.01, 0.00, 0.00, 0.97, 0.00, -0.01, 0.05, 0.00, 0.00, 0.00, 0.00], "spin_multiplicity": 2, "relative_energy_ev": 0.0000, "e_homo_ev": [-3.3, -2.9], "max_force_ha_per_bohr": 0.04700, "gap_ev": [6.523, 6.100], "charge": -1, "energy_ha": -931.51182}

Entry 2:
{"formula": "C2H7NS2", "method": "the ωB97M-V functional and the def2-TZVPD basis", "symbols": ["C", "N", "H", "H", "H", "C", "S", "S", "H", "H", "H", "H"], "coordinates": [[-2.59022, -2.08993, -1.59189], [-1.32060, -1.81121, -1.77414], [-3.45225, -1.38932, -1.80919], [-3.04141, -2.99153, -1.13666], [-0.74809, -2.31639, -1.00734], [1.73728, 1.98138, 0.06745], [1.87238, 0.42683, 1.05787], [1.13759, 1.19341, 2.76494], [2.45474, 2.77382, 0.21814], [1.69256, 1.62807, -1.00174], [0.71881, 2.27804, 0.40986], [1.53921, 0.31684, 3.80271]], "forces_ev_per_angstrom": [[1.1, 0.7, 0.0], [-2.4, -0.4, 2.7], [1.4, -0.5, -1.0], [0.9, 0.2, 0.5], [-0.9, 0.0, -2.2], [-1.7, -1.4, -0.2], [1.6, -0.8, -2.4], [-1.0, 0.7, 2.8], [0.4, -0.1, 0.3], [0.1, 0.6, 1.0], [0.7, 0.5, -0.8], [0.0, 0.4, -0.7]], "mulliken_spin": [0.02, 0.00, 0.00, 0.00, 0.00, 0.11, 0.74, 0.01, -0.02, 0.02, -0.03, 0.16], "spin_multiplicity": 2, "relative_energy_ev": 2.6808, "e_homo_ev": [0.7, -4.0], "max_force_ha_per_bohr": 0.07078, "gap_ev": [2.316, 6.943], "charge": -1, "energy_ha": -931.41331}

Entry 3:
{"formula": "C2H7NS2", "method": "the ωB97M-V functional and the def2-TZVPD basis", "symbols": ["C", "C", "N", "H", "H", "H", "H", "H", "S", "S", "H", "H"], "coordinates": [[0.55663, -2.42932, -0.27663], [1.64049, -2.78638, 0.44146], [2.32888, -1.80033, 1.14680], [-0.00467, -1.52827, -0.04273], [0.24283, -2.89512, -1.20399], [1.97606, -3.81380, 0.44857], [1.98637, -0.87219, 1.20761], [3.30269, -1.92985, 1.34052], [-1.28934, 2.13968, 0.52955], [-0.98104, 1.19161, -1.27421], [0.00835, 1.99037, 0.79367], [-1.74932, 0.10617, -1.13761]], "forces_ev_per_angstrom": [[-0.2, -0.2, -0.1], [-0.8, 1.9, -1.0], [0.3, -1.8, 1.0], [0.6, 0.4, -0.2], [-0.3, -0.9, 0.7], [0.8, 0.2, -0.2], [-0.3, 0.4, -0.3], [-0.1, -0.1, 0.2], [0.1, -0.2, -0.2], [-0.2, 0.2, -0.7], [0.1, 0.1, 0.6], [0.0, -0.1, 0.3]], "nbo_charge": [-0.55, 0.02, -0.83, 0.18, 0.21, 0.20, 0.38, 0.39, -0.11, -0.14, 0.13, 0.13], "smiles": "C=CN.SS", "relative_energy_ev": 1.4636, "e_homo_ev": -7.8, "max_force_ha_per_bohr": 0.04388, "gap_ev": 8.174, "energy_ha": -931.46980}

Entry 4:
{"formula": "C2H7NS2", "method": "the ωB97M-V functional and the def2-TZVPD basis", "symbols": ["C", "N", "H", "H", "H", "C", "S", "S", "H", "H", "H", "H"], "coordinates": [[6.52164, 1.74472, -3.20345], [5.34378, 1.61049, -3.59357], [6.75302, 2.28278, -2.28487], [7.45892, 1.40253, -3.67279], [5.19586, 1.36441, -4.56870], [-3.97344, -0.95945, 1.12154], [-2.27527, -0.93762, 0.58732], [-1.28077, -0.23419, 2.20044], [-4.27200, -1.76699, 1.78727], [-4.67061, -0.99259, 0.27971], [-4.22889, -0.07860, 1.71026], [-1.36670, 1.09776, 2.14077]], "forces_ev_per_angstrom": [[1.4, 0.0, 0.1], [-1.0, 1.1, -0.1], [-0.5, -0.3, 0.5], [-0.4, 0.1, -0.6], [0.4, -0.9, 0.1], [-1.4, 0.2, 0.8], [0.1, 0.2, -0.5], [0.4, -0.5, 0.8], [0.5, -0.5, -0.1], [0.4, 0.1, -0.2], [0.2, 0.3, -0.3], [-0.2, 0.3, -0.4]], "nbo_charge": [-0.02, -0.60, 0.15, 0.13, 0.34, -0.78, 0.12, -0.14, 0.22, 0.23, 0.23, 0.12], "smiles": "C=N.CSS", "relative_energy_ev": 1.2340, "e_homo_ev": -9.1, "max_force_ha_per_bohr": 0.03093, "gap_ev": 9.769, "energy_ha": -931.47823}

Entry 5:
{"formula": "C2H7NS2", "method": "the ωB97M-V functional and the def2-TZVPD basis", "symbols": ["C", "N", "H", "H", "H", "C", "S", "S", "H", "H", "H", "H"], "coordinates": [[-2.08116, -2.37909, 1.71458], [-1.01487, -2.55167, 2.37921], [-2.62485, -3.31010, 1.50579], [-2.53506, -1.38028, 1.32199], [-0.46607, -1.69281, 2.40579], [0.38204, -0.83073, -1.12664], [-0.26369, 0.79185, -0.96754], [1.52395, 1.98359, -0.32936], [0.66212, -1.17576, -0.12874], [1.24323, -1.18262, -1.77521], [-0.33975, -1.47190, -1.55135], [1.19503, 2.92710, -1.20994]], "forces_ev_per_angstrom": [[-0.5, 0.3, -0.3], [0.1, 0.5, -1.0], [-0.4, 0.6, 0.1], [0.9, -1.5, 0.6], [-0.1, 0.2, 0.6], [1.9, -1.1, 0.2], [2.8, 1.6, 0.0], [-2.1, -2.1, -0.8], [-0.2, -0.2, 0.2], [-0.3, 1.8, 0.5], [-1.7, -0.5, 0.0], [-0.3, 0.5, 0.0]], "mulliken_spin": [0.00, 0.00, 0.00, 0.00, 0.00, -0.02, 0.69, 0.25, 0.05, 0.03, 0.00, 0.01], "spin_multiplicity": 2, "relative_energy_ev": 1.7246, "e_homo_ev": [-13.2, -13.2], "max_force_ha_per_bohr": 0.06220, "gap_ev": [6.740, 4.156], "charge": 1, "energy_ha": -931.13260}

Entry 6:
{"formula": "C2H7O2", "method": "the ωB97M-V functional and the def2-TZVPD basis", "symbols": ["C", "C", "O", "O", "H", "H", "H", "H", "H", "H", "H"], "coordinates": [[0.18836, -1.07237, 0.58455], [-0.44596, 1.14294, -0.14820], [-0.72159, -0.71452, -1.53574], [-0.70729, -0.27235, -0.21052], [-0.06870, -2.12137, 0.42414], [1.23748, -0.89246, 0.33656], [-0.00167, -0.81584, 1.62712], [-1.14621, 1.64209, -0.82101], [-0.65252, 1.45644, 0.87549], [0.58478, 1.38723, -0.41738], [0.15847, -0.59984, -1.95153]], "forces_ev_per_angstrom": [[0.7, -1.3, 1.2], [-0.2, 1.9, 0.1], [-0.9, -0.6, -1.1], [0.5, 0.1, -0.3], [-0.1, 0.3, -0.1], [-0.2, 0.2, -0.2], [-0.1, 0.1, -0.2], [0.1, -0.3, 0.1], [0.0, -0.2, 0.0], [0.0, -0.4, 0.0], [0.3, 0.3, 0.6]], "nbo_charge": [-0.28, -0.28, -0.33, -0.05, 0.26, 0.22, 0.25, 0.26, 0.25, 0.22, 0.49], "relative_energy_ev": 4.1943, "e_homo_ev": -18.4, "max_force_ha_per_bohr": 0.03693, "gap_ev": 14.343, "charge": 1, "energy_ha": -230.44663}

Q: What is the formula in the first record?
A: C2H7NS2